A cluster of 5 separate species, C20H35O12S2 in total in a non-equilibrium geometry. Source: OMol25; level of theory: the ωB97M-V functional and the def2-TZVPD basis.

- charge = +1
- frontier orbital gap (hartree) = 0.3150
- energy above the lowest of the compared OMol25 structures with the same formula, charge and spin (kJ/mol) = 252.8
- spin multiplicity = 1
- E_LUMO (hartree) = -0.12918

Last columns: bonded neighbours and bond lengths (Å).
CARTESIAN COORDINATES (ANGSTROEM)
1 C -2.1103 -4.1198 0.2607  S2 1.873, H7 1.174, H8 1.189, H9 1.170
2 S -0.4870 -4.1267 1.1950  C1 1.873, C3 1.878, H10 1.429
3 C 0.3746 -2.4587 1.1642  S2 1.878, C4 1.673, H11 1.183, H12 1.175
4 C 1.9172 -2.7317 1.7504  C3 1.673, C5 1.649, H13 1.192, H14 1.170
5 C 1.8675 -2.2729 3.3339  C4 1.649, S6 1.895, H15 1.175, H16 1.173
6 S 3.5415 -2.5070 4.1900  C5 1.895, H17 1.431
7 H -1.8765 -4.0517 -0.8881  C1 1.174
8 H -2.6415 -5.1623 0.4693  C1 1.189
9 H -2.7616 -3.2261 0.6442  C1 1.170
10 H 0.3835 -4.9967 0.4694  S2 1.429
11 H -0.1541 -1.6866 1.8887  C3 1.183
12 H 0.4614 -2.0105 0.0813  C3 1.175
13 H 2.1685 -3.8953 1.6814  C4 1.192
14 H 2.6546 -2.1106 1.0869  C4 1.170
15 H 1.0527 -2.9410 3.8528  C5 1.175
16 H 1.5452 -1.1540 3.4760  C5 1.173
17 H 3.1805 -2.5668 5.5738  S6 1.431
18 C -5.7239 0.8606 -0.9196  C19 1.515, H25 1.094, H26 1.095, H27 1.095
19 C -4.7472 0.4245 0.1534  C18 1.515, C20 1.499, O24 1.418, H28 1.097
20 C -3.4918 -0.1894 -0.3879  C19 1.499, O21 1.417, H29 1.094, H30 1.096
21 O -3.0892 -1.0422 0.6695  C20 1.417, C22 1.367
22 C -4.2287 -1.3890 1.3408  O21 1.367, O23 1.219, O24 1.367
23 O -4.2912 -2.2608 2.1904  C22 1.219
24 O -5.2897 -0.6310 0.9296  C19 1.418, C22 1.367
25 H -5.3184 1.6871 -1.5109  C18 1.094
26 H -5.9664 0.0323 -1.5941  C18 1.095
27 H -6.6684 1.1808 -0.4676  C18 1.095
28 H -4.5294 1.2620 0.8281  C19 1.097
29 H -2.7194 0.5552 -0.5994  C20 1.094
30 H -3.6537 -0.8009 -1.2828  C20 1.096
31 C 1.5537 0.9494 -0.3955  C32 1.515, H38 1.094, H39 1.095, H40 1.095
32 C 0.7972 0.9853 -1.7078  C31 1.515, C33 1.499, O37 1.418, H41 1.097
33 C 1.3917 1.9164 -2.7207  C32 1.499, O34 1.417, H42 1.094, H43 1.096
34 O 0.2684 2.2637 -3.5114  C33 1.417, C35 1.367
35 C -0.8258 2.1469 -2.6999  O34 1.367, O36 1.219, O37 1.367
36 O -1.9416 2.5471 -2.9837  C35 1.219
37 O -0.5014 1.5253 -1.5262  C32 1.418, C35 1.367
38 H 2.5504 0.5172 -0.5256  C31 1.094
39 H 1.6591 1.9540 0.0279  C31 1.095
40 H 1.0058 0.3559 0.3438  C31 1.095
41 H 0.6874 -0.0305 -2.1079  C32 1.097
42 H 2.1603 1.4348 -3.3314  C33 1.094
43 H 1.8041 2.8331 -2.2842  C33 1.096
44 C -0.4278 0.6942 8.1616  C45 1.515, H51 1.094, H52 1.095, H53 1.095
45 C 0.0853 0.7352 6.7366  C44 1.515, C46 1.499, O50 1.418, H54 1.097
46 C 1.5773 0.6412 6.6304  C45 1.499, O47 1.417, H55 1.094, H56 1.096
47 O 1.8388 1.3131 5.4107  C46 1.417, C48 1.367
48 C 0.8236 2.2130 5.2404  O47 1.367, O49 1.219, O50 1.367
49 O 0.8172 3.0956 4.3997  C48 1.219
50 O -0.1816 1.9942 6.1409  C45 1.418, C48 1.367
51 H -0.2408 -0.2809 8.6212  C44 1.094
52 H 0.0461 1.4681 8.7750  C44 1.095
53 H -1.5041 0.8943 8.1848  C44 1.095
54 H -0.4122 -0.0353 6.1343  C45 1.097
55 H 1.9292 -0.3931 6.5851  C46 1.094
56 H 2.1075 1.1646 7.4340  C46 1.096
57 C 1.6922 1.5348 -8.7016  C58 1.515, H64 1.094, H65 1.095, H66 1.095
58 C 2.7835 1.2572 -7.6880  C57 1.515, C59 1.499, O63 1.418, H67 1.097
59 C 2.2658 0.8983 -6.3281  C58 1.499, O60 1.417, H68 1.094, H69 1.096
60 O 3.3242 1.3097 -5.4808  C59 1.417, C61 1.367
61 C 3.9656 2.3273 -6.1307  O60 1.367, O62 1.219, O63 1.367
62 O 4.8054 3.0500 -5.6226  C61 1.219
63 O 3.5371 2.4293 -7.4250  C58 1.418, C61 1.367
64 H 1.1182 0.6299 -8.9223  C57 1.094
65 H 1.0046 2.3075 -8.3409  C57 1.095
66 H 2.1251 1.9137 -9.6333  C57 1.095
67 H 3.4708 0.4936 -8.0733  C58 1.097
68 H 2.0792 -0.1738 -6.2209  C59 1.094
69 H 1.3617 1.4488 -6.0442  C59 1.096